C16H22Cl2MoO2Se | ωB97M-V/def2-TZVPD

Values from the calculation:
* 2S+1: 3
* highest occupied orbital energy (alpha / beta): 1.139 / 1.115 eV
* maximum force: 0.07650 hartree/bohr
* charge: -2
* frontier orbital gap (alpha / beta): 4.1 / 4.1 eV
* DFT total energy: -4163.41207 Eh

Structure (XYZ):
```
44
Properties=species:S:1:pos:R:3:forces:R:3
C -1.11468 1.89801 -1.17626 -0.77 -1.51 -0.06
C -2.01276 0.99849 -0.50751 0.44 -0.42 -1.61
C -1.81307 -0.32055 -1.06720 -0.91 1.20 -1.86
C -3.15217 1.35122 0.34132 -0.17 0.08 1.27
C -0.91308 -0.17696 -2.19052 -1.29 1.33 0.91
C -0.44770 1.16699 -2.21873 -1.07 -1.30 0.81
C 0.61412 1.63646 -3.10434 0.42 0.31 -0.27
C -0.95928 3.32554 -0.89212 0.24 0.53 0.20
C -2.77713 -1.42995 -0.93615 -0.23 -1.03 0.58
C -0.57788 -1.22362 -3.16024 0.65 -0.62 0.06
Mo 0.10781 0.23961 -0.08721 0.08 0.58 1.42
Cl -2.33491 -0.76380 2.95487 -3.24 1.05 1.97
Cl -0.11138 1.50671 1.95365 0.17 0.48 0.13
O 1.18274 -1.07447 -0.97449 1.70 -2.65 -0.07
H -3.00086 2.31281 0.80624 0.03 0.55 0.03
H -3.23481 0.68249 1.20498 -0.09 -0.23 -0.17
H -4.09397 1.37422 -0.21362 0.00 -0.08 -0.16
H -3.10011 -1.56306 0.08949 -0.13 0.18 0.37
H -2.33468 -2.38466 -1.19116 0.35 -0.25 -0.14
H -3.67751 -1.36091 -1.55498 0.02 0.48 -0.14
H -0.60056 -2.20726 -2.70186 -0.11 -0.15 0.15
H 0.44934 -1.08742 -3.47984 0.16 -0.03 -0.30
H -1.24698 -1.24298 -4.01976 -0.11 0.19 -0.12
H 1.30205 0.81518 -3.31590 0.03 0.15 -0.09
H 1.17371 2.41155 -2.58846 0.15 0.13 -0.16
H 0.17047 2.00700 -4.02864 0.18 0.16 -0.28
H -1.16946 3.52238 0.15549 -0.01 0.09 0.09
H -1.61378 3.93072 -1.52005 -0.14 0.14 -0.08
H 0.07029 3.60868 -1.08219 0.22 0.20 0.05
H 1.10423 -2.00159 -0.60153 -0.14 1.65 -0.37
O 1.63006 1.52470 -0.44424 0.46 0.38 -0.09
H 2.52918 1.23158 -0.30074 0.09 -0.35 0.10
Se -0.42889 -1.81014 1.60230 1.98 -1.35 -2.50
C 1.30338 -1.77570 2.34660 0.64 -0.53 0.17
C 2.47247 -2.40319 1.85275 0.86 0.61 1.20
C 3.70764 -2.16916 2.49591 0.23 0.87 1.07
C 3.82540 -1.30161 3.62663 -1.56 -0.18 -0.84
C 2.60777 -0.71962 4.10233 1.37 -0.98 -0.07
C 1.36794 -1.04422 3.54864 1.31 0.47 0.11
H 2.47522 -3.09204 1.01468 -0.33 0.28 -0.07
H 4.65163 -2.59128 2.14424 -0.37 -0.22 -0.21
H 4.79769 -1.09565 4.12100 -0.75 -0.13 -0.50
H 2.69093 -0.04703 4.95140 -0.28 -0.05 0.06
H 0.48159 -0.65750 4.04525 -0.09 -0.02 -0.55
```
Positions in Å, forces in eV/Å.

Results of the Mulliken charge analysis, in e, for atoms 1 through 6:
1 C 1.21
2 C 1.00
3 C 0.57
4 C -1.61
5 C 0.90
6 C 1.16



C16H22ClN5 | ωB97M-V/def2-TZVPD

Values from the calculation:
* 2S+1: 1
* highest occupied orbital energy: -7.542 eV
* maximum force: 0.15448 hartree/bohr
* frontier orbital gap: 8.0 eV
* structure (SMILES): CNc1nc(NCC[C@@H]2CCN(C)C2)nc2ccc(Cl)cc12
* ΔE to the lowest compared entry with this formula, charge and spin: 15.71 kcal per mole
* DFT total energy: -1356.76838 Eh

Structure (XYZ):
```
44
Properties=species:S:1:pos:R:3:forces:R:3
C 2.92368 -2.22738 5.07850 1.08 0.24 0.67
N 2.98264 -0.97724 4.29813 -0.01 -0.75 1.26
C 1.80783 -0.62011 3.67158 0.59 -1.17 1.03
N 2.03244 -0.20795 2.51668 0.77 2.47 -6.15
C 1.04793 0.00812 1.53494 -2.92 -2.81 6.84
N 1.43112 0.33998 0.34843 1.85 1.90 -1.86
C 0.66948 1.00316 -0.76942 -0.48 -2.36 1.21
C 1.22678 0.32312 -1.94557 2.48 2.83 -2.52
C 0.91254 0.94964 -3.40910 0.36 -1.61 1.02
C 1.83971 2.07039 -3.75752 0.16 0.96 0.98
C 1.03442 3.26124 -3.21698 1.82 1.64 -0.23
N -0.36589 2.99980 -3.45073 1.49 -0.04 -0.23
C -1.41038 4.01377 -3.28710 -1.10 -2.09 0.32
C -0.53826 1.54123 -3.57926 2.67 1.68 2.28
N -0.21696 -0.33521 1.90855 1.72 2.20 -5.84
C -0.51591 -0.66027 3.12464 0.85 -0.26 0.92
C -1.83969 -0.89120 3.40889 -2.81 -0.02 2.43
C -2.29339 -1.14667 4.73731 -0.56 -0.28 -3.13
C -1.37753 -1.23830 5.73646 3.85 0.31 -0.83
Cl -1.87284 -1.47930 7.33314 -0.28 -0.28 1.22
C 0.02005 -1.11967 5.42747 -1.84 0.43 -1.13
C 0.47726 -0.81088 4.08500 -1.61 -1.05 4.35
H 2.50889 -3.09746 4.54010 -0.33 0.51 0.21
H 2.44987 -2.03032 6.05998 0.00 -0.42 -0.78
H 3.93986 -2.53638 5.35244 -0.03 0.27 -0.20
H 3.76189 -0.84617 3.62813 -0.85 -0.41 0.77
H 2.45426 0.63917 0.38529 -1.94 -0.65 -0.29
H 0.94603 1.99013 -0.67788 0.26 2.41 -0.24
H -0.42014 0.90490 -0.80846 0.24 -0.14 1.10
H 2.36277 0.37502 -1.70635 -1.55 -0.49 -1.32
H 0.91232 -0.65784 -2.01405 -0.51 -2.18 0.36
H 1.16328 0.12039 -4.08785 -0.73 0.07 0.07
H 2.05286 2.13717 -4.81511 -0.33 0.11 -0.42
H 2.83939 2.04415 -3.26233 -0.75 -0.25 -0.20
H 1.40406 4.11614 -3.83980 -0.54 0.02 0.93
H 1.42930 3.39562 -2.13498 -1.09 0.20 -1.22
H -0.99846 5.01466 -3.26304 0.20 0.05 -0.34
H -1.98867 3.89061 -2.30478 0.58 0.09 -1.08
H -2.15389 3.86782 -4.13596 0.75 0.56 1.01
H -1.14459 1.22995 -2.79656 -1.32 -1.06 1.65
H -0.99429 1.25154 -4.43146 -1.34 -0.79 -3.20
H -2.56905 -0.68872 2.62121 0.30 -0.39 0.19
H -3.33668 -1.41292 4.94170 0.33 0.53 -0.17
H 0.68974 -1.21992 6.23952 0.58 0.01 0.57
```
Positions in Å, forces in eV/Å.

Results of the Mulliken charge analysis, in e, for atoms 1 through 6:
1 C -0.89
2 N -0.30
3 C 0.32
4 N -0.45
5 C 0.06
6 N -0.07



C16H22F3NO15 | ωB97M-V/def2-TZVPD

Values from the calculation:
* 2S+1: 1
* highest occupied orbital energy: -10.399 eV
* maximum force: 0.06691 hartree/bohr
* frontier orbital gap: 10.4 eV
* structure (SMILES): O=C(O)NC[C@H](O)C(F)(F)F.O=C1OCCO1.O=C1OCCO1.O=C1OCCO1.O=C1OCCO1
* DFT total energy: -2105.90645 Eh

Structure (XYZ):
```
57
Properties=species:S:1:pos:R:3:forces:R:3
O 2.94358 5.43728 2.31213 3.39 0.59 -0.17
C 1.84466 5.06212 2.38190 -2.24 -0.50 -0.18
O 1.04531 5.14406 1.28284 -0.68 0.54 0.55
N 1.29900 4.47345 3.52253 -0.71 -0.37 -0.12
C 1.82905 3.13890 3.85662 0.09 0.73 0.14
C 2.41450 2.37939 2.68613 0.43 -1.06 0.74
O 1.44954 2.15594 1.69954 0.22 0.36 -0.41
C 2.87207 0.98072 3.19924 -1.62 1.38 -0.80
F 3.84096 0.48971 2.48998 2.03 -0.60 -1.34
F 1.87675 0.12147 3.09088 -1.63 -1.19 -0.19
F 3.20705 0.95931 4.44919 1.10 0.31 2.29
H 0.12935 5.10631 1.59245 -0.07 -0.27 -0.49
H 0.29002 4.50973 3.53925 -0.01 -0.28 -0.04
H 1.03275 2.52805 4.25832 -0.39 0.01 0.16
H 2.56392 3.25892 4.63752 0.35 -0.11 0.16
H 3.31417 2.82810 2.27997 0.10 0.45 -0.03
H 1.88003 2.35830 0.86136 -0.49 -0.07 -0.28
O -1.79257 -2.84192 -1.16263 0.03 -0.04 -0.02
C -1.06159 -2.30219 -0.39594 0.00 0.03 0.03
O -1.19850 -1.02174 0.02600 0.29 -0.43 -0.02
C -0.27347 -0.80959 1.10738 0.07 0.38 0.20
C 0.77206 -1.86449 0.84686 0.17 0.00 0.13
O 0.02375 -2.88413 0.17267 -0.12 0.14 -0.09
H 0.12643 0.20194 1.08158 -0.14 0.01 -0.13
H -0.79801 -0.96096 2.05248 -0.01 -0.08 -0.03
H 1.56491 -1.51264 0.18194 -0.03 0.02 -0.01
H 1.22016 -2.25264 1.75726 -0.07 -0.15 -0.06
O -3.68031 4.25229 2.26304 0.06 0.00 0.02
C -3.41805 3.44684 1.42768 0.08 0.00 -0.06
O -3.23105 2.12428 1.66693 -0.04 0.22 -0.10
C -3.14666 1.45440 0.40168 -0.13 -0.26 -0.07
C -2.70578 2.55849 -0.52141 0.14 0.05 -0.25
O -3.24341 3.72965 0.11388 -0.08 -0.13 0.22
H -2.43238 0.64226 0.43990 -0.09 0.07 0.17
H -4.13168 1.05707 0.14665 0.00 0.04 0.04
H -1.62367 2.64011 -0.56057 0.00 0.08 0.01
H -3.09197 2.45620 -1.53278 -0.12 0.16 0.06
O -4.15581 -7.68408 -5.11987 0.03 0.00 0.02
C -3.42319 -7.15181 -4.35300 -0.05 0.03 -0.02
O -3.54634 -5.86877 -3.92736 0.12 -0.24 -0.02
C -2.62543 -5.66787 -2.84931 0.06 0.25 0.15
C -1.58737 -6.73371 -3.10821 0.20 0.00 0.10
O -2.34150 -7.74556 -3.78040 -0.11 0.14 -0.02
H -2.21644 -4.66206 -2.87025 -0.15 0.04 -0.09
H -3.15056 -5.81657 -1.90427 0.00 -0.02 -0.02
H -0.79052 -6.38958 -3.77104 -0.04 0.01 -0.03
H -1.14447 -7.12573 -2.19581 -0.08 -0.17 -0.05
O 0.32610 1.76068 -1.04242 0.17 -0.06 0.02
C 1.21005 1.23444 -1.64006 -0.04 -0.04 -0.20
O 1.08025 0.62572 -2.83759 0.10 0.06 0.24
C 2.39317 0.32678 -3.32797 0.13 -0.08 -0.24
C 3.21073 0.27521 -2.05750 0.27 -0.14 -0.03
O 2.49238 1.16822 -1.19755 -0.17 -0.01 -0.04
H 2.39472 -0.61309 -3.87365 -0.20 0.00 0.04
H 2.70810 1.12857 -3.99746 -0.01 0.03 0.05
H 3.22039 -0.71801 -1.60442 -0.04 0.01 0.00
H 4.23482 0.61222 -2.19428 -0.05 0.15 0.13
```
Positions in Å, forces in eV/Å.

Results of the Mulliken charge analysis, in e, for atoms 1 through 6:
1 O -0.50
2 C 0.61
3 O -0.42
4 N -0.30
5 C -1.19
6 C -0.09



C16H22IrNO7SSe2 | ωB97M-V/def2-TZVPD

Values from the calculation:
* 2S+1: 2
* highest occupied orbital energy (alpha / beta): -4.274 / -4.110 eV
* maximum force: 0.04844 hartree/bohr
* charge: -1
* frontier orbital gap (alpha / beta): 6.3 / 6.2 eV
* ΔE to the lowest compared entry with this formula, charge and spin: 47.44 kcal per mole
* DFT total energy: -6509.73463 Eh

Structure (XYZ):
```
50
Properties=species:S:1:pos:R:3:forces:R:3
Ir -0.81343 0.35590 2.62078 -1.69 -1.60 -0.89
O 1.96512 -3.15222 -1.94070 0.02 -0.03 0.03
C 2.63344 -2.15916 -1.16695 -0.17 0.01 -0.10
C 1.86112 -1.87290 0.13532 0.34 0.16 -0.27
C 2.71859 -0.77694 0.80380 0.00 -0.07 0.11
O 2.27344 -0.30106 2.04270 -0.04 0.04 -0.01
C 0.47238 -1.38002 -0.22571 -0.36 0.13 -0.31
Se -0.86728 -1.53483 1.22867 0.66 -0.10 0.43
C 1.73140 -3.18140 0.89438 0.23 -0.31 -0.08
Se 0.61087 -3.00909 2.46199 -0.29 -0.12 -0.13
H 2.54905 -3.42610 -2.65191 -0.02 0.02 -0.02
H 2.71467 -1.22824 -1.73986 0.00 0.00 -0.01
H 3.64451 -2.49433 -0.90984 0.00 0.00 0.02
H 2.79524 0.05249 0.09128 0.01 -0.03 -0.02
H 3.72775 -1.18495 0.94728 -0.02 -0.02 0.05
H 1.75909 0.50833 1.88142 0.03 0.01 -0.02
H 0.08062 -1.97705 -1.04873 -0.08 -0.02 0.06
H 0.48320 -0.33479 -0.52680 -0.02 0.00 0.11
H 2.71239 -3.56404 1.18949 -0.04 0.09 0.19
H 1.27780 -3.92817 0.24587 0.05 0.03 -0.06
C -0.92571 0.63175 -5.55110 0.00 0.01 0.00
C -0.78727 1.08006 -4.12033 0.00 -0.02 0.00
C -1.90442 1.29161 -3.32125 0.00 -0.01 0.01
C -1.77207 1.69016 -1.99726 0.01 -0.03 0.00
C -0.51264 1.88808 -1.45855 -0.16 0.00 0.03
C 0.61517 1.68374 -2.24381 -0.01 0.06 -0.04
C 0.47349 1.28325 -3.56223 0.01 0.00 0.01
S -0.33582 2.40081 0.24857 0.32 0.25 0.01
O -0.34075 3.84840 0.22691 -0.07 -0.06 -0.07
O 0.93320 1.77207 0.61925 -0.03 0.04 -0.07
N -1.52197 1.74713 1.03567 0.58 0.31 0.35
C -2.57585 2.60415 1.58197 -0.04 -0.11 -0.04
C -2.85539 2.38842 3.08222 -0.13 0.10 -0.08
O -3.64816 3.14245 3.62365 0.02 -0.07 -0.04
O -2.27726 1.39013 3.67906 0.28 0.11 -0.16
H -1.96855 0.44395 -5.80525 0.00 0.00 0.00
H -0.36398 -0.28689 -5.73043 0.00 0.00 0.00
H -0.54284 1.38876 -6.23876 0.00 0.00 0.00
H -2.89347 1.12740 -3.73403 0.00 0.00 0.00
H -2.64390 1.82115 -1.36854 0.00 0.00 0.00
H 1.59470 1.82881 -1.80685 0.00 0.01 0.00
H 1.35770 1.11612 -4.16857 0.00 0.00 0.00
H -3.52903 2.39089 1.08455 0.00 0.03 -0.01
H -2.35889 3.66202 1.43681 0.00 0.00 0.02
C -1.18988 -1.65495 5.10066 0.09 -0.37 -0.44
C -0.43285 -0.64018 4.27960 0.03 2.16 0.59
O 0.28441 0.15900 4.87758 0.54 -0.60 0.81
H -0.69537 -1.81129 6.05892 0.02 -0.02 -0.02
H -1.34382 -2.60222 4.57919 -0.04 -0.01 0.03
H -2.16875 -1.19621 5.25985 -0.01 -0.02 0.01
```
Positions in Å, forces in eV/Å.

Results of the Mulliken charge analysis, in e, for atoms 1 through 6:
1 Ir 0.76
2 O -0.54
3 C -1.30
4 C 1.80
5 C -1.25
6 O -0.46



C16H22N2O3 | ωB97M-V/def2-TZVPD

Values from the calculation:
* 2S+1: 1
* highest occupied orbital energy: -8.997 eV
* maximum force: 0.01227 hartree/bohr
* frontier orbital gap: 9.8 eV
* structure (SMILES): CCc1ccc(CNC(=O)C(=O)NC[C@H]2CCCO2)cc1
* ΔE to the lowest compared entry with this formula, charge and spin: 13.85 kcal per mole
* DFT total energy: -958.16847 Eh

Structure (XYZ):
```
43
Properties=species:S:1:pos:R:3:forces:R:3
C 4.89044 2.68575 1.46936 -0.01 0.21 -0.05
C 4.15165 3.60592 0.49526 0.07 -0.19 0.11
C 3.24086 2.80726 -0.39219 0.06 0.14 -0.09
C 3.70298 2.27724 -1.58925 0.01 0.07 0.10
C 2.87875 1.50505 -2.38807 -0.16 -0.05 -0.03
C 1.56886 1.25178 -2.00909 0.05 -0.02 -0.08
C 0.65690 0.40454 -2.85837 -0.17 0.16 -0.07
N 0.21702 -0.77100 -2.14107 0.28 -0.27 0.01
C -1.03754 -0.98052 -1.73756 0.08 0.11 -0.13
O -1.99985 -0.26454 -1.96109 -0.10 0.08 0.01
C -1.16649 -2.26764 -0.91536 -0.06 -0.21 0.06
O -0.18696 -2.91631 -0.58312 0.06 0.01 0.03
N -2.43896 -2.55576 -0.63625 -0.35 0.28 -0.11
C -2.86165 -3.60225 0.25399 -0.19 -0.10 0.45
C -3.43180 -3.01345 1.55656 0.41 -0.47 -0.13
C -2.44767 -2.06284 2.26335 -0.17 0.01 -0.04
C -3.00236 -0.67535 1.93811 -0.19 -0.09 -0.03
C -4.49603 -0.96983 1.81979 0.02 0.37 0.23
O -4.59135 -2.25469 1.23639 0.03 -0.14 -0.25
C 1.10298 1.77805 -0.81034 0.03 -0.01 -0.04
C 1.93038 2.54359 -0.01192 -0.03 -0.03 -0.04
H 5.55104 3.26318 2.11194 0.09 -0.01 0.10
H 4.18058 2.14775 2.09362 -0.03 -0.08 0.07
H 5.48567 1.95705 0.92368 0.06 -0.09 -0.01
H 3.57015 4.33638 1.06123 0.03 0.06 -0.06
H 4.88064 4.14597 -0.11222 -0.06 0.07 0.01
H 4.71955 2.47142 -1.90053 0.12 0.04 -0.03
H 3.25614 1.10198 -3.31728 0.03 -0.05 -0.10
H 1.16624 0.09909 -3.77775 -0.09 0.09 0.06
H -0.24985 0.96019 -3.11833 0.16 -0.09 -0.07
H 0.90481 -1.43998 -1.81511 -0.16 0.02 0.03
H -3.13469 -1.88311 -0.93892 0.20 -0.02 -0.05
H -3.63837 -4.20031 -0.23021 0.10 -0.03 0.03
H -1.99282 -4.22719 0.47040 -0.13 -0.02 -0.01
H -3.71963 -3.84963 2.20977 0.04 0.11 -0.08
H -2.46716 -2.23568 3.33949 0.03 -0.01 0.00
H -1.42985 -2.20500 1.90714 0.07 -0.03 0.04
H -2.61289 -0.31380 0.98609 -0.01 0.05 0.00
H -2.78582 0.05915 2.71015 0.02 0.06 0.01
H -4.96761 -0.97686 2.81370 0.02 0.04 -0.09
H -5.03324 -0.27115 1.17654 0.01 -0.01 0.08
H 0.08304 1.58686 -0.50913 -0.14 -0.02 0.05
H 1.55392 2.94871 0.91659 -0.04 0.06 0.10
```
Positions in Å, forces in eV/Å.

Results of the Mulliken charge analysis, in e, for atoms 1 through 6:
1 C -1.06
2 C -1.03
3 C 0.79
4 C -0.53
5 C -0.75
6 C 0.68